Molecular formula: BrHNO3S
Method: DFT, ωB97M-V/def2-TZVPD

Atoms and positions in Å:
N -0.48726 0.56978 0.75715
O 0.41686 -1.82864 0.65327
O 1.81815 0.01385 -0.10211
O -0.16812 -0.83838 -1.46949
S 0.49180 -0.63941 -0.18068
Br -0.08691 2.15874 0.09880
H -1.98451 0.56404 0.24305

Computed properties:
- Calculated total energy: -88524.886 eV
- Gap between HOMO and LUMO: 8.4 eV
- LUMO energy: 3.18 eV
- Net charge: -1

---

Molecular formula: BrHOS
Method: DFT, ωB97M-V/def2-TZVPD

Atoms and positions in Å:
O -2.81263 0.42244 -0.81833
S -3.05012 -0.35458 0.41160
Br 2.20263 -0.28509 0.18928
H 3.66013 0.21724 0.21746

Computed properties:
- Calculated total energy: -82939.269 eV
- Structure (SMILES): O=S.Br
- Gap between HOMO and LUMO (spin up / spin down): 7.8 / 7.8 eV
- LUMO energy (spin up / spin down): -1.56 / -1.56 eV
- Net charge: 0

---

Molecular formula: BrV
Method: DFT, ωB97M-V/def2-TZVPD

Atoms and positions in Å:
V -22.44544 -16.14645 0.60597
Br -21.54684 -17.09591 -1.79363

Computed properties:
- Calculated total energy: -95719.833 eV
- 2S+1: 4
- Gap between HOMO and LUMO (spin up / spin down): 6.6 / 7.1 eV
- LUMO energy (spin up / spin down): -7.88 / -7.51 eV
- Net charge: +1

---

Molecular formula: BrZn3
Method: DFT, ωB97M-V/def2-TZVPD

Atoms and positions in Å:
Zn -23.61187 -23.30983 -16.38089
Zn -19.80263 -26.54838 -16.10551
Zn -19.16624 -23.98618 -18.35236
Br -21.15538 -24.03116 -16.84263

Computed properties:
- Calculated total energy: -215210.421 eV
- Gap between HOMO and LUMO: 7.9 eV
- LUMO energy: -27.21 eV
- Net charge: +5